No. 1
Density functional theory data (ωB97M-V/def2-TZVPD) for a 3-piece molecular cluster, C20H37N4O6PS overall at a distorted geometry.

CARTESIAN COORDINATES (ANGSTROEM)
H: 4.93 -2.76 -3.10
C: -0.37 -0.21 4.19
C: -0.09 -2.87 -1.37
H: -5.63 3.19 0.31
C: -2.18 2.23 5.32
H: 0.21 1.70 6.12
C: 1.48 1.48 -3.05
C: 1.37 1.30 -1.39
C: -5.86 1.09 0.55
H: -0.41 -0.54 5.23
C: 0.49 1.04 4.04
O: -0.99 2.87 4.88
C: -2.75 0.23 0.87
H: -5.71 0.77 -0.48
H: -1.40 -0.06 3.84
H: 1.53 0.73 4.16
C: 3.86 -4.68 -2.49
H: 2.67 -2.73 -2.60
O: 2.69 2.53 -5.52
P: 2.13 3.06 -3.92
H: 1.00 -5.27 -3.40
H: -3.50 -0.26 1.50
S: 0.84 4.52 -4.01
C: 0.50 -1.14 -3.31
C: 1.01 0.23 -4.06
H: -3.27 3.41 0.34
H: 3.83 -2.91 -0.25
H: 3.28 1.72 -5.29
C: -3.65 2.38 0.31
C: 0.85 -0.10 -0.67
H: -6.94 1.25 0.69
N: 0.19 -3.54 -2.71
H: -3.60 2.05 -0.73
N: 1.22 -4.46 -2.77
H: -2.92 3.01 5.54
H: 1.67 2.18 -0.66
H: 0.98 2.35 2.55
C: 2.56 -3.83 -3.07
C: 4.84 -2.71 -0.81
H: 6.13 -3.98 -2.32
H: 1.02 2.85 5.07
H: 0.77 -0.24 0.50
O: 3.62 3.50 -3.06
C: 5.04 -3.54 -2.21
H: 3.65 -5.22 -1.48
N: -5.16 2.67 2.27
H: -0.59 2.02 2.63
H: -2.02 1.64 6.23
C: -5.10 2.39 0.83
H: 4.14 2.64 -2.92
O: -0.61 -3.37 -0.23
C: 0.00 -2.59 -3.87
H: -4.52 2.02 2.74
H: 0.04 -1.03 3.59
H: -2.93 0.00 -0.18
H: -5.57 0.28 1.22
H: 4.33 -5.40 -3.32
H: 2.64 -3.73 -4.25
C: 0.20 2.12 5.10
H: -1.78 -0.18 1.15
N: 0.33 1.57 2.67
H: 1.05 0.29 -5.23
H: 5.74 -2.88 -0.04
H: -2.59 1.60 4.53
H: 4.86 -1.54 -1.04
O: -2.74 1.62 1.12
C: 0.43 -1.33 -1.68
O: -0.52 -2.98 -5.04
H: -4.73 3.58 2.44

Kohn-Sham gap: 7.35 eV
SMILES: CCCCNN1C(=O)c2ccc(P(O)(O)=S)cc2C1=O.COC[C@@H](C)N.COC[C@@H](C)N
Lowest unoccupied orbital energy: -1.91 eV

No. 2
Density functional theory data (ωB97M-V/def2-TZVPD) for C20H37O2S4Si2Sr as an isolated structure at a distorted geometry.

CARTESIAN COORDINATES (ANGSTROEM)
S: 2.69 -2.16 0.31
C: -0.23 4.34 -2.73
H: -2.10 -4.70 -3.46
H: -3.85 2.42 -2.73
Si: -1.44 1.68 -2.47
H: 2.22 2.31 3.00
H: 0.74 6.25 -2.94
H: -0.38 1.94 -4.78
C: -0.92 -1.27 3.30
H: 0.16 7.00 -0.65
H: 1.69 -4.18 0.86
H: 0.04 4.04 -3.74
H: -2.33 0.36 3.58
S: -0.98 1.11 1.74
H: 4.15 0.51 2.46
H: -2.06 -2.95 -3.78
H: -1.83 3.28 0.04
H: 1.60 1.24 4.26
H: -3.26 -4.35 -1.11
H: -1.09 -6.01 -1.41
C: -0.96 3.46 -1.92
C: -0.35 -5.26 -1.08
C: -1.80 -0.13 2.76
H: -0.50 2.15 3.83
C: -1.27 3.92 -0.63
S: 1.80 0.13 2.12
H: -2.00 2.67 -4.74
C: 0.17 5.60 -2.28
C: -1.47 -3.80 -3.39
C: 0.07 2.03 2.90
O: 2.51 0.49 -0.93
S: -0.43 -2.37 1.94
C: -0.88 5.18 -0.18
C: 1.51 1.51 3.21
H: -2.64 -3.54 0.34
H: 0.97 -3.88 3.21
H: -3.75 0.68 -2.38
C: 3.50 -0.36 2.41
H: 0.61 -5.52 -1.54
H: 0.14 3.01 2.44
C: -1.40 1.83 -4.38
H: -3.55 1.85 -1.07
H: -1.46 -1.81 4.07
C: 2.13 -3.41 1.49
H: 2.57 2.28 -0.04
H: 1.58 -2.23 3.22
H: -0.24 -5.38 0.00
H: -0.62 -3.93 -4.07
H: -1.15 5.49 0.83
H: 3.01 -3.87 1.96
C: 1.14 -3.00 2.59
H: 4.79 -1.83 1.45
H: 3.60 -0.93 3.34
C: -3.33 1.66 -2.13
H: 4.28 -0.50 0.42
H: -2.56 -0.55 2.09
O: 4.35 1.33 0.08
C: -2.68 -3.48 -0.75
C: -0.15 6.02 -1.00
H: -1.81 0.91 -4.82
C: 3.17 1.38 -0.29
Si: -0.93 -3.49 -1.57
H: -3.24 -2.57 -1.01
H: -0.01 -0.86 3.75
C: 3.95 -1.20 1.19
Sr: 0.50 -0.57 -1.20

Energy relative to the best compared isomer or geometry (same formula, charge and spin): 19.6 kcal per mole
Kohn-Sham gap: 5.51 eV
Lowest unoccupied orbital energy: 2.04 eV
Charge: -1

No. 3
Density functional theory data (ωB97M-V/def2-TZVPD) for C20H38Ag2N2O8Zn2 as an isolated structure at a distorted geometry.

CARTESIAN COORDINATES (ANGSTROEM)
C: 3.81 -18.06 1.99
N: 0.05 -19.55 8.23
H: 4.24 -18.56 5.73
O: 1.01 -19.09 4.88
H: -2.99 -18.37 9.49
Ag: 1.95 -18.40 6.99
C: 0.08 -21.90 9.16
H: 4.18 -19.53 7.22
O: 0.86 -19.16 9.26
H: -3.12 -19.16 7.07
H: 0.90 -21.91 9.88
H: 5.65 -16.75 5.41
H: -0.05 -22.95 8.91
C: 4.81 -18.88 6.61
C: -1.24 -18.87 8.22
C: 2.65 -14.90 7.55
O: 3.56 -18.05 3.25
C: 6.38 -15.37 6.89
H: -0.70 -16.84 8.79
Zn: 2.39 -16.40 3.34
H: 5.15 -15.48 9.93
H: 5.27 -13.76 7.50
H: -0.18 -17.33 7.13
C: 6.14 -16.79 6.39
O: 0.78 -17.91 3.24
H: 4.53 -13.94 9.46
O: 3.36 -17.59 8.77
C: 5.28 -17.61 7.35
Ag: -0.87 -18.16 0.96
H: 2.25 -20.63 6.74
N: 4.04 -16.89 7.73
C: 4.29 -15.00 9.45
C: 6.15 -18.02 8.60
O: 3.18 -19.06 1.40
H: -1.78 -16.84 7.40
H: 5.61 -19.46 6.16
H: 4.03 -17.62 9.48
H: -0.18 -21.36 5.78
H: -1.67 -19.07 6.08
H: 4.70 -14.44 6.04
H: 7.03 -14.80 6.22
C: 1.80 -21.32 7.46
O: 1.24 -17.00 5.02
H: 2.56 -21.57 8.19
H: 0.51 -19.62 10.05
C: -2.08 -18.97 9.52
Zn: 1.90 -19.68 3.09
H: 7.09 -18.34 8.16
C: 4.04 -15.43 7.98
H: -2.49 -21.21 5.91
C: -0.97 -17.38 7.89
H: -0.62 -22.52 6.99
C: -0.61 -21.46 6.77
H: 1.75 -22.27 6.91
C: -2.07 -19.45 7.02
H: 5.71 -18.88 9.11
H: -1.52 -18.54 10.36
H: -0.80 -21.66 9.75
H: 2.31 -15.24 6.57
H: 1.87 -15.21 8.25
H: -2.59 -21.53 7.68
H: 7.08 -17.28 6.17
C: 0.38 -21.00 7.91
C: -2.07 -20.98 6.90
H: 6.18 -17.22 9.33
H: 6.87 -15.47 7.87
C: 5.05 -14.73 7.04
H: 3.37 -15.12 10.02
H: -2.36 -20.00 9.74
H: 2.57 -13.81 7.64
C: 0.55 -17.93 4.53
O: 3.27 -16.97 1.51

Multiplicity: 3
Kohn-Sham gap (spin up / spin down): 4.29 / 4.32 eV
Lowest unoccupied orbital energy (spin up / spin down): -7.68 / -9.16 eV
Charge: +2

No. 4
Density functional theory data (ωB97M-V/def2-TZVPD) for a 7-piece molecular cluster, C20H38BCl4F4O8S3 overall at a distorted geometry.

CARTESIAN COORDINATES (ANGSTROEM)
Cl: 5.96 1.77 -3.94
H: 4.45 1.25 -2.20
O: 0.93 2.37 3.40
H: -1.12 4.65 0.16
H: -4.08 -1.30 -1.26
H: -2.23 3.10 1.51
H: -2.31 0.41 4.73
H: -1.15 -1.09 -0.81
H: 4.06 -1.56 0.09
C: 0.92 -3.04 -2.74
S: -0.42 -4.23 -2.32
F: 2.63 0.26 -0.11
O: -3.20 6.59 3.85
C: 0.16 -3.95 -4.92
H: -3.42 5.40 0.54
C: -2.08 -0.57 -1.02
H: -0.80 1.93 5.38
H: 3.11 -1.94 -1.20
S: 0.72 0.99 3.91
C: -0.46 0.90 5.32
H: 0.19 0.88 6.20
Cl: 5.16 -1.07 -4.97
H: -3.36 -1.95 0.18
H: 3.52 -0.79 -3.26
H: -1.82 -0.83 5.74
H: -1.20 1.43 -0.70
H: -2.09 -1.13 3.18
H: 1.86 -3.58 -2.72
C: -3.38 -1.07 -0.46
H: 3.87 -4.35 0.47
H: 5.72 0.00 -2.39
H: 1.14 -4.39 -5.09
H: -0.53 5.54 1.61
H: 0.75 -2.37 -1.89
H: -0.73 3.01 1.97
B: 1.55 1.05 -0.53
H: 1.30 -2.04 -4.58
C: -1.53 3.75 2.04
O: -3.14 1.18 0.11
O: 1.93 0.20 4.29
H: 3.51 0.43 -4.49
H: 2.57 -4.13 -0.71
H: -2.43 6.79 1.10
C: -3.79 0.07 0.47
H: -0.62 -1.81 3.74
C: -2.09 4.21 3.45
O: -1.62 -3.49 -1.94
C: 3.15 -3.64 0.08
H: -2.64 1.29 -1.84
H: -2.49 3.44 4.11
C: -2.16 0.97 -0.92
F: 0.72 1.47 0.57
C: -1.12 -0.86 3.59
C: 5.04 0.68 -2.91
C: -2.70 5.75 1.28
C: 0.49 -2.61 -4.13
C: 3.88 -2.40 -0.58
H: -0.10 -3.83 -5.97
H: -1.77 -5.19 -4.16
S: -3.37 5.42 2.97
C: -0.36 0.08 2.64
H: 0.28 -0.37 1.89
C: -1.36 4.99 1.17
H: -1.32 4.76 4.01
F: 0.83 0.26 -1.41
H: -0.29 -1.85 -4.17
H: -2.05 -0.73 -2.10
C: -0.73 -4.90 -4.02
F: 2.19 2.12 -1.12
C: -1.44 -0.23 4.92
C: 4.17 -0.14 -3.84
O: 0.17 -5.25 -1.47
O: -4.57 4.64 2.77
Cl: 1.83 -3.23 1.23
Cl: 5.26 -2.84 -1.62
O: -4.43 -0.06 1.51
H: -1.14 0.74 2.28
H: -0.39 -5.93 -3.97

Energy relative to the best compared isomer or geometry (same formula, charge and spin): 0.0 kcal per mole
Kohn-Sham gap: 9.65 eV
Lowest unoccupied orbital energy: 1.99 eV
Charge: -1

Here are the calculated calculated total energy numbers, same order: -2193.806428; -3137.299669; -5347.964989; -4846.668234 (Ha).